DFT (the ωB97M-V functional and the def2-TZVPD basis) results for the ion C4H9NOS with charge -2.

Calculated values
- maximum force (eV/A) = 3.6
- ΔE to the lowest compared entry with this formula, charge and spin (kcal per mole) = 25.77
- M (g mol⁻¹) = 119.19
- gap between HOMO and LUMO (eV) = 5.73

```
! RIJCOSX wB97M-V def2-TZVPD def2/J DEFGRID3
* xyz -2 1
S 1.857 -3.298 1.177
O -2.027 2.133 -0.348
N 0.086 1.346 0.122
C -0.771 2.401 -0.543
C 0.220 -1.033 0.708
C 1.066 -2.187 -0.005
C -0.325 -0.007 -0.265
H -0.502 3.429 -0.116
H 1.826 -1.753 -0.692
H 0.988 -0.520 1.398
H -0.633 2.343 -1.684
H -0.683 -1.318 1.291
H 0.092 -0.145 -1.179
H 0.362 -2.643 -0.569
H -0.185 1.500 1.061
H -1.370 -0.248 -0.358
*
```